Entry from the OMol25 dataset: 21 unconnected molecules or ions with the total composition C63H168O21 in a non-equilibrium geometry (ωB97M-V with the def2-TZVPD basis set).

The geometry in XYZ format:
```
252
Properties=species:S:1:pos:R:3:mulliken_charge:R:1
C -2.8872 -4.2500 -1.7902 -1.172
C -2.6042 -2.7227 -1.9469 0.868
C -3.6295 -2.1027 -2.8421 -1.623
O -2.8470 -2.2972 -0.6500 0.053
H -2.0199 -4.6396 -1.2571 0.062
H -2.9618 -4.7916 -2.7332 0.523
H -3.7124 -4.5660 -1.1521 0.283
H -1.6237 -2.3109 -2.1857 0.210
H -4.6427 -2.2328 -2.4618 0.312
H -3.6620 -2.5258 -3.8460 0.367
H -3.4562 -1.0279 -2.7890 0.281
H -2.1617 -2.6293 -0.0656 -0.130
C -3.7685 4.3027 -1.6024 -0.964
C -3.9154 3.4289 -2.8521 0.450
C -2.5160 2.8697 -3.1656 -0.960
O -4.8007 2.4169 -2.4836 -0.547
H -3.0655 3.8681 -0.8918 -0.006
H -4.7497 4.3980 -1.1372 0.385
H -3.4861 5.3059 -1.9216 0.252
H -4.4207 4.0909 -3.5554 0.453
H -1.9122 3.5897 -3.7180 0.114
H -2.7143 2.1059 -3.9175 0.384
H -1.8695 2.3814 -2.4364 0.266
H -4.3825 1.8256 -1.8534 0.084
C 5.1368 -4.0471 -1.3216 -0.169
C 6.5352 -4.1558 -1.9579 0.335
C 6.4191 -3.9821 -3.5087 -1.157
O 7.3611 -3.2667 -1.3677 -0.582
H 4.2945 -4.4611 -1.8758 -0.317
H 4.9164 -3.0172 -1.0411 0.021
H 5.2721 -4.5370 -0.3573 0.363
H 7.0559 -5.1044 -1.8263 0.378
H 7.3697 -4.2713 -3.9568 0.431
H 6.2900 -2.9467 -3.8240 0.219
H 5.5861 -4.5459 -3.9287 0.176
H 8.2760 -3.3198 -1.6535 0.317
C 0.1213 1.8524 -6.9805 -0.791
C 1.1269 1.7641 -8.1382 0.763
C 2.6104 1.9199 -7.7629 -1.025
O 0.9582 0.5241 -8.7185 -0.563
H 0.0899 0.9480 -6.3729 0.263
H -0.8858 1.9210 -7.3918 0.425
H 0.3760 2.6960 -6.3390 -0.188
H 0.8264 2.4519 -8.9286 0.096
H 2.7859 2.8106 -7.1595 0.118
H 3.3367 1.9312 -8.5756 0.417
H 2.9245 1.0220 -7.2307 0.213
H 0.2193 0.1138 -8.2632 0.327
C -2.0638 -7.3396 0.9849 -0.037
C -3.2959 -7.8039 1.6894 0.373
C -3.0812 -9.1268 2.4415 -1.419
O -3.6829 -6.8500 2.6274 -0.511
H -1.3567 -7.2314 1.8073 -0.082
H -2.1422 -6.4101 0.4211 -0.433
H -1.6467 -8.0757 0.2976 0.510
H -4.1395 -8.0096 1.0305 0.291
H -2.9781 -9.9543 1.7396 0.409
H -3.8816 -9.3514 3.1464 0.353
H -2.1415 -9.0439 2.9875 0.299
H -3.1988 -6.9725 3.4473 0.327
C 3.6599 0.6681 -4.4601 -0.940
C 4.4876 1.0778 -3.2063 1.154
C 5.4892 -0.0339 -2.9018 -1.147
O 5.2599 2.2460 -3.3659 -0.696
H 4.3374 0.3549 -5.2544 0.456
H 3.2245 1.5900 -4.8455 0.144
H 2.9277 -0.1077 -4.2362 0.086
H 3.8219 1.1581 -2.3469 -0.013
H 5.1236 -1.0452 -3.0798 -0.246
H 5.7095 0.1384 -1.8483 0.399
H 6.4215 -0.0624 -3.4658 0.396
H 4.6419 2.9777 -3.4322 0.228
C -3.4086 0.8242 1.5183 1.328
C -4.7351 0.4560 0.8693 0.854
C -5.6692 1.6451 0.8288 -0.915
O -4.3727 0.0906 -0.4204 -0.262
H -3.6281 1.4200 2.4043 -0.781
H -2.8426 1.4953 0.8722 -0.103
H -2.6820 0.0806 1.8456 -0.300
H -5.2798 -0.3547 1.3531 -0.177
H -6.6942 1.2866 0.7335 0.498
H -5.3476 2.3230 0.0381 -0.077
H -5.5909 2.0647 1.8317 0.174
H -3.9438 -0.7641 -0.3364 -0.042
C -3.6477 -2.2579 -8.2559 -1.343
C -2.4818 -1.5941 -7.3937 0.521
C -1.7240 -2.6179 -6.5350 -1.144
O -1.6395 -0.8464 -8.2210 -0.498
H -3.9757 -1.7657 -9.1714 0.405
H -4.5727 -2.4505 -7.7125 0.344
H -3.2562 -3.2093 -8.6161 0.330
H -2.9336 -0.8997 -6.6853 0.145
H -1.1014 -3.2136 -7.2026 0.467
H -2.3956 -3.2215 -5.9246 0.330
H -1.0716 -1.9546 -5.9671 0.102
H -2.0495 -0.1014 -8.6666 0.320
C 0.1150 0.8283 1.4132 -0.879
C 0.1527 -0.1462 0.2612 2.441
C 0.8598 0.3537 -0.9401 -1.117
O 0.7494 -1.3657 0.5567 0.215
H -0.4679 1.7235 1.1966 0.630
H 1.1044 0.9487 1.8543 -0.214
H -0.3981 0.3813 2.2647 -0.233
H -0.8797 -0.3725 -0.0051 -0.543
H 0.7639 -0.3903 -1.7309 0.229
H 1.8868 0.5323 -0.6214 -0.141
H 0.3740 1.2361 -1.3564 0.163
H 0.1044 -2.0338 0.8000 -0.266
C 4.8160 5.3512 -1.6821 -1.141
C 4.1696 5.3074 -3.0648 1.265
C 5.2073 5.3590 -4.2211 -1.451
O 3.2594 4.2514 -3.1861 -0.021
H 5.5493 4.5858 -1.4280 0.305
H 4.1615 5.3526 -0.8105 -0.035
H 5.3186 6.3102 -1.5564 0.457
H 3.4543 6.1240 -3.1633 -0.130
H 4.7274 5.0550 -5.1513 0.277
H 5.9993 4.6343 -4.0322 0.356
H 5.7746 6.2747 -4.3881 0.380
H 2.4119 4.5723 -3.5028 -0.191
C 4.2590 -0.2904 1.6928 -0.451
C 4.0985 -1.0330 3.0977 0.117
C 3.4923 -2.3835 2.9020 -0.533
O 5.3761 -1.2166 3.6176 -0.590
H 4.8274 -1.0495 1.1553 0.336
H 4.7007 0.6903 1.8692 0.222
H 3.2450 -0.1991 1.3034 -0.218
H 3.5411 -0.3419 3.7299 0.159
H 4.2300 -3.0411 2.4422 0.213
H 2.5911 -2.3455 2.2900 -0.021
H 3.1326 -2.8123 3.8374 0.277
H 5.8116 -1.7650 2.9610 0.424
C 2.2376 -5.7006 -3.0058 -1.486
C 1.4527 -4.5244 -3.5607 1.362
C 2.1598 -3.1280 -3.5436 -0.946
O 1.3214 -4.6932 -4.8814 -0.557
H 2.1823 -5.9124 -1.9380 0.215
H 3.2586 -5.8224 -3.3675 0.244
H 1.8684 -6.6536 -3.3847 0.466
H 0.5121 -4.3542 -3.0369 -0.400
H 1.4470 -2.3068 -3.6199 0.184
H 2.9303 -3.0027 -4.3044 0.337
H 2.7558 -2.8631 -2.6703 0.166
H 2.1705 -4.9560 -5.2442 0.397
C -5.3504 3.9786 5.5597 -1.609
C -4.4410 2.8059 5.0849 2.141
C -3.0936 3.1888 4.4708 -1.777
O -3.9768 1.9521 6.0633 -0.599
H -5.8230 4.6380 4.8318 0.361
H -4.6743 4.5897 6.1576 0.387
H -6.1476 3.6397 6.2214 0.392
H -4.9402 2.2254 4.3091 -0.844
H -2.5253 3.7443 5.2168 0.530
H -3.3771 3.8569 3.6575 0.543
H -2.5674 2.3071 4.1051 0.197
H -3.0267 1.8149 6.0742 0.249
C -0.1545 5.9050 -5.9746 -1.813
C 1.0093 5.8683 -5.0988 1.545
C 1.5236 7.2945 -5.0447 -1.842
O 0.6193 5.3778 -3.8344 0.166
H 0.1039 6.2541 -6.9743 0.471
H -0.9437 6.5852 -5.6544 0.365
H -0.6280 4.9242 -6.0174 0.289
H 1.7240 5.1567 -5.5124 0.137
H 2.1825 7.3762 -5.9092 0.491
H 2.0920 7.4803 -4.1333 0.286
H 0.7517 8.0436 -5.2208 0.377
H -0.0205 5.9428 -3.3949 -0.423
C -0.9599 -2.6816 3.3348 -1.230
C -1.5864 -3.7150 2.3962 1.210
C -3.1225 -3.6056 2.2042 -0.642
O -1.0192 -3.5256 1.1039 -0.380
H 0.1213 -2.7646 3.2245 -0.201
H -1.1680 -2.9224 4.3773 0.642
H -1.3123 -1.6650 3.1603 -0.236
H -1.1485 -4.6792 2.6543 0.485
H -3.6048 -3.6589 3.1802 0.030
H -3.4764 -4.4939 1.6811 0.067
H -3.4197 -2.6384 1.7988 0.010
H -0.7692 -4.4170 0.8498 -0.240
C -6.3410 -0.9106 4.4494 -1.178
C -5.6014 -1.5577 5.6224 0.772
C -5.5626 -3.0563 5.7150 -1.247
O -4.3029 -1.1348 5.3537 -0.192
H -6.1235 -1.4393 3.5214 0.150
H -5.9969 0.1049 4.2532 0.241
H -7.4261 -0.9885 4.5178 0.452
H -5.8216 -1.1333 6.6019 0.237
H -4.7750 -3.4261 6.3716 0.326
H -5.2684 -3.5396 4.7834 0.114
H -6.5599 -3.4570 5.8969 0.399
H -4.3643 -0.1918 5.1851 -0.067
C -1.5674 -1.8974 9.2016 -1.475
C -0.1510 -1.6079 8.7185 0.542
C -0.0341 -1.9466 7.2226 -0.989
O 0.0294 -0.1882 8.8757 -0.516
H -2.0287 -2.8847 9.1776 0.362
H -2.2426 -1.2624 8.6281 0.339
H -1.7875 -1.4722 10.1808 0.424
H 0.5935 -2.2194 9.2282 0.206
H -0.8164 -1.5721 6.5623 -0.013
H -0.0931 -3.0316 7.1358 0.537
H 0.8823 -1.5415 6.7934 0.303
H -0.1908 0.0397 9.7818 0.252
C -0.3992 6.7771 -0.7721 -0.629
C -1.1875 7.8078 -1.5538 0.491
C -0.4664 9.0981 -1.9941 -1.344
O -1.5980 7.0349 -2.6587 -0.485
H -1.0924 6.0113 -0.4240 0.210
H 0.0996 7.3491 0.0103 0.308
H 0.3678 6.3595 -1.4243 -0.058
H -2.0981 8.0143 -0.9914 0.340
H -1.1272 9.6450 -2.6667 0.391
H 0.4575 8.8901 -2.5337 0.187
H -0.1573 9.7540 -1.1802 0.422
H -2.1232 7.5649 -3.2627 0.220
C 1.0078 3.2918 6.7149 -1.637
C 0.1599 2.2553 6.0763 1.040
C 1.0514 1.0915 5.6194 -0.380
O -0.7322 1.8687 7.0646 -0.573
H 1.4467 3.0103 7.6722 0.373
H 0.3682 4.1255 7.0047 0.442
H 1.6702 3.7531 5.9824 0.300
H -0.5091 2.6146 5.2944 0.065
H 1.4104 1.1992 4.5959 -0.075
H 0.3917 0.2296 5.5190 -0.292
H 1.8026 0.9047 6.3868 0.508
H -0.2707 1.3534 7.7302 0.325
C 3.4773 -7.3052 3.6443 -1.513
C 2.1725 -6.4900 3.5422 0.521
C 2.0232 -6.0169 2.1503 -0.676
O 1.0968 -7.2910 3.9085 -0.578
H 3.6499 -7.6584 4.6610 0.433
H 4.3494 -6.6828 3.4438 0.363
H 3.5146 -8.2624 3.1244 0.391
H 2.0502 -5.6503 4.2263 0.192
H 2.9059 -5.4432 1.8681 0.227
H 1.1660 -5.3565 2.0191 -0.090
H 1.9329 -6.8677 1.4750 0.368
H 1.2590 -8.2049 3.6634 0.354
C 2.8076 3.3400 2.7801 -0.636
C 3.0171 4.8199 2.2234 0.737
C 1.6414 5.3534 1.8087 -1.252
O 3.3413 5.6934 3.2542 -0.567
H 3.6964 3.1195 3.3713 0.444
H 2.8229 2.6788 1.9137 0.250
H 1.9353 3.1889 3.4160 -0.205
H 3.6156 4.8539 1.3131 -0.180
H 1.6546 6.3914 1.4764 0.389
H 0.8448 5.4323 2.5486 0.341
H 1.2708 4.7822 0.9575 0.274
H 3.5205 6.5195 2.7991 0.386
```

* DFT total energy: -111046.2918 eV
* Kohn-Sham gap: 9.773 eV
* LUMO energy: 0.015 Ha
* HOMO level: -0.3440 hartree
* energy relative to the best compared isomer or geometry (same formula, charge and spin): 178.7 kcal/mol
* largest force on an atom: 0.0874 hartree/bohr
* 2S+1: 1